A:
Below is one molecule with the formula C8H18, with properties calculated with wB97M-V/def2-TZVPD.

The value obtained for the HOMO-LUMO gap is 11.19 eV. As for the structure (SMILES): CCC(C)(C)C(C)C. The HOMO energy is -10.25 eV.

CARTESIAN COORDINATES (ANGSTROEM)
C1 0.229 0.131 0.217
C2 -1.157 -0.521 0.152
C3 1.242 -0.973 -0.383
C4 0.298 1.427 -0.588
C5 0.646 0.415 1.661
C6 -2.201 0.245 1.086
C7 -1.760 -0.598 -1.247
C8 2.630 -0.468 -0.759
H1 -1.071 -1.535 0.556
H2 1.346 -1.755 0.373
H3 0.814 -1.455 -1.262
H4 -0.491 2.111 -0.282
H5 0.211 1.240 -1.655
H6 1.245 1.930 -0.407
H7 0.087 1.252 2.072
H8 1.702 0.670 1.703
H9 0.475 -0.455 2.292
H10 -3.171 -0.234 0.970
H11 -1.936 0.204 2.138
H12 -2.301 1.283 0.778
H13 -2.570 -1.326 -1.259
H14 -1.050 -0.897 -2.013
H15 -2.164 0.362 -1.559
H16 3.252 -1.304 -1.077
H17 3.122 0.017 0.081
H18 2.576 0.235 -1.587



B:
Below is C8H18 as an isolated structure, with properties calculated with wB97M-V/def2-TZVPD.

The value obtained for the HOMO-LUMO gap is 9.58 eV. The HOMO energy is -8.72 eV.

CARTESIAN COORDINATES (ANGSTROEM)
C1 0.722 0.000 -1.458
C2 -0.753 0.046 0.823
C3 1.324 -1.387 -1.469
C4 1.715 1.091 -1.137
C5 -0.650 0.140 -1.002
C6 -1.037 1.475 1.275
C7 0.418 -0.509 1.619
C8 -1.981 -0.820 1.092
H1 -1.299 1.499 2.338
H2 0.655 -1.538 1.351
H3 -1.792 -1.855 0.804
H4 -2.251 -0.806 2.153
H5 2.077 -1.443 -2.256
H6 1.835 -1.610 -0.535
H7 0.570 -2.147 -1.663
H8 1.236 2.063 -1.050
H9 2.448 1.147 -1.943
H10 2.270 0.868 -0.228
H11 -1.097 1.096 -1.265
H12 -1.280 -0.674 -1.351
H13 0.304 0.232 -2.732
H14 -0.173 2.118 1.117
H15 -1.880 1.901 0.730
H16 0.170 -0.546 2.687
H17 1.301 0.125 1.561
H18 -2.851 -0.468 0.538



Name the most stable of them. A.



A:
Below is a 10-piece molecular cluster, C20H40Br20 overall, with properties calculated with wB97M-V/def2-TZVPD.

The value obtained for the HOMO-LUMO gap is 9.56 eV. As for the structure (SMILES): BrCCBr.BrCCBr.BrCCBr.BrCCBr.BrCCBr.BrCCBr.BrCCBr.BrCCBr.BrCCBr.BrCCBr. The HOMO energy is -9.73 eV.

CARTESIAN COORDINATES (ANGSTROEM)
Br1 -4.585 -1.301 -1.777
C1 -3.627 -0.141 -3.111
C2 -4.711 0.682 -3.912
Br2 -5.638 -0.599 -5.167
H1 -2.933 -0.747 -3.693
H2 -3.013 0.619 -2.629
H3 -4.224 1.420 -4.550
H4 -5.508 1.072 -3.280
Br3 3.275 2.103 4.691
C3 3.565 1.220 2.999
C4 4.539 0.031 3.266
Br4 4.875 -0.951 1.569
H5 3.975 1.869 2.225
H6 2.554 1.006 2.654
H7 4.290 -0.677 4.056
H8 5.470 0.514 3.564
Br5 -3.049 3.174 -2.238
C5 -3.062 4.498 -0.673
C6 -2.688 3.873 0.650
Br6 -2.420 5.286 2.035
H9 -3.983 5.079 -0.639
H10 -2.300 5.269 -0.784
H11 -1.841 3.208 0.815
H12 -3.493 3.200 0.944
Br7 1.308 1.764 0.044
C7 -0.345 0.662 -0.489
C8 -0.407 -0.763 0.141
Br8 -0.978 -0.691 1.964
H13 -0.456 0.610 -1.572
H14 -1.228 1.211 -0.160
H15 0.594 -1.192 0.176
H16 -1.069 -1.443 -0.395
Br9 3.128 -2.181 -6.552
C9 2.229 -2.277 -4.758
C10 2.903 -1.357 -3.776
Br10 1.945 -1.583 -2.030
H17 1.962 -3.301 -4.496
H18 1.252 -1.841 -4.964
H19 2.738 -0.320 -4.068
H20 3.963 -1.599 -3.704
Br11 -3.489 0.979 4.811
C11 -1.622 0.424 5.371
C12 -1.664 -0.895 6.148
Br12 0.218 -1.533 6.114
H21 -1.153 1.145 6.040
H22 -0.986 0.446 4.486
H23 -2.273 -1.595 5.575
H24 -1.974 -0.858 7.192
Br13 1.992 -3.983 1.383
C13 1.482 -3.525 3.220
C14 1.471 -4.876 3.880
Br14 1.421 -4.688 5.862
H25 0.617 -2.878 3.071
H26 2.236 -2.821 3.572
H27 2.379 -5.406 3.591
H28 0.617 -5.481 3.578
Br15 -0.610 0.523 -4.465
C15 -0.162 1.782 -6.009
C16 0.351 1.000 -7.322
Br16 0.460 2.350 -8.795
H29 0.717 2.346 -5.697
H30 -1.086 2.329 -6.199
H31 -0.338 0.188 -7.555
H32 1.316 0.515 -7.175
Br17 -1.290 -4.226 -1.587
C17 -1.305 -4.544 0.353
C18 -2.620 -5.260 0.771
Br18 -2.369 -5.571 2.713
H33 -0.997 -3.590 0.781
H34 -0.561 -5.289 0.635
H35 -2.889 -6.206 0.303
H36 -3.521 -4.650 0.704
Br19 3.376 5.525 3.582
C19 2.299 4.698 2.120
C20 3.167 4.547 0.865
Br20 3.397 6.323 0.081
H37 1.533 5.464 1.996
H38 1.831 3.753 2.397
H39 2.822 3.825 0.126
H40 4.202 4.304 1.109



B:
Below is a 10-piece molecular cluster, C20H40Br20 overall, with properties calculated with wB97M-V/def2-TZVPD.

The value obtained for the HOMO-LUMO gap is 9.90 eV. As for the structure (SMILES): BrCCBr.BrCCBr.BrCCBr.BrCCBr.BrCCBr.BrCCBr.BrCCBr.BrCCBr.BrCCBr.BrCCBr. The HOMO energy is -9.98 eV.

CARTESIAN COORDINATES (ANGSTROEM)
Br1 2.197 -25.220 -7.602
C1 1.419 -24.427 -9.187
C2 1.459 -22.907 -9.210
Br2 0.178 -22.503 -7.809
H1 0.431 -24.870 -9.320
H2 2.058 -24.842 -9.966
H3 1.117 -22.421 -10.124
H4 2.460 -22.649 -8.864
Br3 10.714 -23.057 -7.378
C3 8.882 -22.388 -7.941
C4 9.028 -21.186 -8.889
Br4 7.310 -20.446 -9.651
H5 8.298 -22.215 -7.037
H6 8.401 -23.215 -8.461
H7 9.600 -21.553 -9.741
H8 9.597 -20.350 -8.484
Br5 -6.136 -25.694 -14.816
C5 -4.559 -24.557 -14.405
C6 -5.051 -23.377 -13.684
Br6 -3.645 -22.345 -12.734
H9 -3.974 -24.351 -15.301
H10 -3.897 -25.174 -13.797
H11 -5.632 -23.844 -12.889
H12 -5.601 -22.693 -14.330
Br7 -1.511 -10.134 -16.294
C7 -3.153 -10.052 -17.375
C8 -2.961 -8.876 -18.396
Br8 -4.733 -8.446 -19.106
H13 -3.988 -9.891 -16.694
H14 -3.246 -11.006 -17.894
H15 -2.319 -9.110 -19.245
H16 -2.676 -7.920 -17.957
Br9 0.233 -15.807 -9.209
C9 1.178 -16.614 -10.782
C10 1.474 -15.338 -11.690
Br10 2.561 -16.076 -13.171
H17 0.461 -17.291 -11.244
H18 2.078 -17.109 -10.417
H19 2.173 -14.644 -11.224
H20 0.683 -14.761 -12.170
Br11 -3.879 -18.920 -2.896
C11 -3.811 -16.978 -3.382
C12 -4.323 -16.259 -2.129
Br12 -4.446 -14.372 -2.620
H21 -4.366 -16.813 -4.306
H22 -2.768 -16.674 -3.474
H23 -3.538 -16.421 -1.391
H24 -5.300 -16.667 -1.871
Br13 10.559 -12.565 -9.912
C13 9.050 -12.985 -8.706
C14 8.212 -14.142 -9.346
Br14 6.535 -14.334 -8.194
H25 8.484 -12.074 -8.514
H26 9.497 -13.285 -7.758
H27 8.777 -15.069 -9.255
H28 7.995 -13.899 -10.386
Br15 7.660 -11.575 -18.239
C15 6.447 -11.726 -16.616
C16 6.611 -10.442 -15.840
Br16 5.450 -10.600 -14.211
H29 6.726 -12.622 -16.062
H30 5.439 -11.862 -17.008
H31 6.381 -9.529 -16.388
H32 7.629 -10.311 -15.472
Br17 -4.231 -16.612 -13.768
C17 -4.716 -15.555 -12.196
C18 -5.604 -16.289 -11.268
Br18 -6.232 -14.953 -9.909
H33 -5.264 -14.684 -12.557
H34 -3.762 -15.280 -11.746
H35 -5.130 -17.122 -10.750
H36 -6.453 -16.787 -11.736
Br19 -0.634 -9.409 -8.524
C19 -1.911 -9.416 -10.075
C20 -3.297 -9.128 -9.507
Br20 -4.641 -8.983 -10.868
H37 -1.841 -10.434 -10.460
H38 -1.474 -8.818 -10.874
H39 -3.297 -8.157 -9.012
H40 -3.534 -9.898 -8.773



Name the most stable of them. A.



A:
Below is one molecule with the formula C3H4ClN3O, with properties calculated with wB97M-V/def2-TZVPD.

The value obtained for the HOMO-LUMO gap is 7.71 eV. As for the structure (SMILES): O=C1CN=C(NCl)N1. The HOMO energy is -7.80 eV.

CARTESIAN COORDINATES (ANGSTROEM)
C1 1.231 0.094 -0.039
C2 -1.075 0.270 0.151
C3 0.625 -1.276 -0.040
N1 -0.753 -1.388 0.159
N2 0.112 0.894 -0.087
N3 -2.270 0.791 0.051
O1 2.345 0.507 -0.130
Cl1 -3.592 -0.263 -0.081
H1 0.709 -1.460 -1.186
H2 1.235 -2.097 0.523
H3 0.291 1.844 -0.342
H4 -2.423 1.811 -0.187



B:
Below is one molecule with the formula C3H4ClN3O, with properties calculated with wB97M-V/def2-TZVPD.

The value obtained for the HOMO-LUMO gap is 8.74 eV. As for the structure (SMILES): [H]/N=c1/oc(Cl)cn1N. The HOMO energy is -8.09 eV.

CARTESIAN COORDINATES (ANGSTROEM)
C1 -0.112 -1.214 -0.043
C2 -0.963 -0.151 -0.049
C3 1.079 0.743 -0.028
H1 2.842 -1.208 0.907
H2 2.953 -1.228 -0.785
H3 -0.451 -2.242 0.032
H4 2.858 1.540 0.118
N1 2.361 -1.333 0.045
N2 1.175 -0.591 -0.041
N3 1.871 1.788 -0.041
O1 -0.287 1.024 0.067
Cl1 -2.575 -0.022 0.010



Name the most stable of them. B.